(1)
Entry from OMol25: a gas-phase ion, C6H16NS (charge +1) in a non-equilibrium geometry (ωB97M-V/def2-TZVPD).

```
24
Properties=species:S:1:pos:R:3:mulliken_charge:R:1
C 0.797 1.784 0.427 -1.865
C -1.097 -1.597 0.668 -1.479
C -0.850 -0.371 -1.409 -1.611
C 1.775 -0.276 -0.700 -0.799
C 0.644 0.306 0.426 -0.185
C -0.808 -0.203 0.151 0.943
N -1.828 0.771 0.711 -0.006
S 3.315 -0.373 0.228 -0.121
H 1.854 1.967 0.657 0.393
H 0.173 2.298 1.117 0.622
H 0.753 2.245 -0.493 0.422
H -1.941 -2.010 0.177 0.437
H -1.315 -1.758 1.745 0.498
H -0.091 -2.054 0.322 0.285
H -0.446 0.557 -2.029 0.269
H -1.852 -0.402 -1.680 0.558
H -0.322 -1.265 -1.769 0.446
H 1.378 -1.205 -1.122 0.394
H 1.872 0.468 -1.548 0.311
H 1.113 0.028 1.397 0.381
H -2.709 0.902 0.143 0.405
H -1.320 1.566 0.933 0.124
H -2.300 0.290 1.500 0.426
H 3.204 -1.667 0.148 0.154
```

Highest occupied orbital energy = -12.3014 eV
Relative energy (zero: lowest compared OMol25 entry of this formula, charge and spin) = 2.095 eV
Frontier orbital gap = 8.8 eV
F_max = 4.6 eV/Å
Molecular weight = 134.27 g/mol
Total energy = -690.834529 Ha
Structure (SMILES) = C[C@H](CS)C(C)(C)[NH3+]
Charge = +1

---

(2)
Entry from OMol25: a molecular structure, C4H11MnO3 in a non-equilibrium geometry (ωB97M-V/def2-TZVPD).

```
19
Properties=species:S:1:pos:R:3:mulliken_charge:R:1
C 2.542 -0.414 -0.943 -0.662
H 3.077 0.264 -1.619 0.235
H 3.192 -1.273 -0.705 0.291
H 1.638 -0.790 -1.449 0.253
O -2.839 2.066 -2.033 -0.820
Mn -3.306 3.821 -1.604 -0.287
H -3.143 1.528 -2.780 0.162
O 2.237 0.321 0.227 -0.317
C -1.923 -0.049 0.582 -0.720
O -0.598 0.262 0.929 -0.265
C 0.235 -0.863 1.034 -0.401
C 1.664 -0.421 1.278 -0.561
H -2.451 0.897 0.407 0.236
H -1.976 -0.626 -0.357 0.276
H -2.402 -0.650 1.375 0.278
H 0.168 -1.487 0.123 0.305
H -0.082 -1.495 1.884 0.336
H 2.274 -1.318 1.489 0.383
H 1.691 0.229 2.164 0.278
```

Highest occupied orbital energy (spin up / spin down) = -0.6638 / 0.1863 eV
Relative energy (zero: lowest compared OMol25 entry of this formula, charge and spin) = 0.784 eV
2S+1 = 6
Frontier orbital gap (spin up / spin down) = 3.7 / 2.9 eV
F_max = 1.7 eV/Å
Molecular weight = 162.07 g/mol
Total energy = -1535.577896 Ha
Charge = -1